Below is a single C6H10NPS2 molecule, with properties calculated with ωB97M-V/def2-TZVPD.

Calculated values
Structure (SMILES) = C#C[C@H]1CCSP(NC)S1
Lowest unoccupied orbital energy = 0.70 eV
Frontier orbital gap = 8.649 eV
HOMO energy = -7.945 eV
Electronic energy = -38831.5340 eV
Total charge = 0

Last column: natural (NBO) charge in e.
Element x y z (Å)
C  -4.1532  -1.2207  0.4663  -0.199
C  -3.0938  -0.8147  0.0822  -0.032
C  -1.6098  1.2204  0.0705  -0.428
C  -0.3688  1.9752  -0.4920  -0.510
C  -1.8614  -0.2060  -0.3385  -0.361
C  3.8375  -0.9759  0.1359  -0.400
N  2.3849  -1.1834  0.2357  -0.999
P  1.1903  -0.4367  -0.5280  0.809
S  1.1347  1.4202  0.3811  -0.140
S  -0.5167  -1.3650  0.3846  -0.121
H  -5.1939  -1.3142  0.6323  0.236
H  -1.5030  1.3146  1.1621  0.228
H  -2.5306  1.7876  -0.2211  0.220
H  -0.2330  1.6582  -1.6055  0.222
H  -0.4943  2.9710  -0.2694  0.229
H  -1.9354  -0.3006  -1.4436  0.250
H  4.1400  -0.0259  0.5177  0.191
H  4.3332  -1.7106  0.7051  0.206
H  4.2808  -1.0083  -0.8446  0.200
H  2.1925  -1.7850  0.9691  0.399


Below is a molecular structure, C2HLuO3, with properties calculated with ωB97M-V/def2-TZVPD.

Calculated values
Lowest unoccupied orbital energy = -12.28 eV
Frontier orbital gap = 9.283 eV
HOMO energy = -21.563 eV
Electronic energy = -41832.5118 eV
Total charge = +2

Last column: natural (NBO) charge in e.
Element x y z (Å)
H  -1.2492  -1.8090  1.0482  0.254
O  -1.3893  0.1835  1.4437  -0.711
O  1.7910  1.2576  -1.3882  -0.704
O  0.0772  -0.6276  -0.1974  -0.799
C  -1.0132  -0.7804  0.7194  0.614
C  2.2618  0.2367  -1.5771  0.755
Lu  -0.4783  1.5393  -0.0487  2.591


Below is a molecular structure, C22H26FeN2OS5, with properties calculated with ωB97M-V/def2-TZVPD.

Calculated values
Lowest unoccupied orbital energy (alpha / beta) = -4.41 / -3.76 eV
Frontier orbital gap (alpha / beta) = 6.623 / 7.429 eV
HOMO energy (alpha / beta) = -11.035 / -11.190 eV
Electronic energy = -116820.8807 eV
Total charge = +1
2S+1 = 2

Last column: natural (NBO) charge in e.
Element x y z (Å)
Fe  -0.4793  -0.3987  -1.5502  0.908
C  0.5003  1.5594  2.1416  -0.694
C  -0.1423  1.2015  0.8312  0.357
N  0.2913  0.2045  0.1089  -0.318
N  1.4688  -0.4002  0.5577  -0.382
C  2.1198  -0.9793  -0.3771  -0.073
S  1.5660  -1.0227  -2.0302  -0.033
S  3.6455  -1.7787  -0.1050  0.350
C  3.9142  -1.3979  1.6412  -0.548
C  4.3278  0.0209  1.9540  -0.056
C  5.1031  0.7858  1.0920  -0.170
C  5.5029  2.0642  1.4555  -0.210
C  5.1303  2.5931  2.6829  -0.209
C  4.3539  1.8355  3.5484  -0.202
C  3.9586  0.5565  3.1845  -0.225
C  -1.1860  2.0691  0.3245  -0.179
C  -1.8666  2.9684  1.1727  -0.156
C  -2.6995  3.9269  0.6583  -0.241
C  -2.8352  4.0453  -0.7344  -0.145
C  -2.1892  3.1796  -1.5822  -0.258
C  -1.3907  2.1560  -1.0562  0.349
O  -0.8593  1.2821  -1.9027  -0.682
H  1.4653  1.0839  2.2530  0.281
H  -0.1464  1.2345  2.9612  0.243
H  0.6135  2.6394  2.2091  0.248
H  4.6846  -2.1129  1.9372  0.251
H  2.9980  -1.6457  2.1749  0.244
H  5.3933  0.3874  0.1277  0.214
H  6.1159  2.6454  0.7793  0.221
H  5.4424  3.5903  2.9630  0.222
H  4.0593  2.2379  4.5089  0.220
H  3.3654  -0.0394  3.8701  0.212
H  -1.7359  2.8904  2.2437  0.221
H  -3.2275  4.6018  1.3165  0.231
H  -3.4628  4.8239  -1.1478  0.229
H  -2.2827  3.2542  -2.6571  0.234
C  -3.7548  -1.8869  -3.3919  -0.545
C  -4.2161  -1.2551  -2.0804  -0.529
S  -2.9532  -0.5088  -0.9922  0.299
C  -2.8457  -1.5978  0.4283  -0.542
C  -2.2109  -2.9307  0.1088  -0.569
S  -0.5120  -2.6588  -0.4758  0.359
C  -0.4389  -3.6333  -2.0145  -0.539
C  -1.1995  -3.0372  -3.1926  -0.521
S  -2.9562  -3.5041  -3.2374  0.222
H  -3.0950  -1.2196  -3.9468  0.229
H  -4.6367  -2.0562  -4.0102  0.255
H  -4.7630  -1.9750  -1.4712  0.241
H  -4.8856  -0.4249  -2.3080  0.249
H  -3.8356  -1.7208  0.8698  0.252
H  -2.2328  -1.0290  1.1316  0.245
H  -2.7532  -3.4673  -0.6653  0.256
H  -2.1705  -3.5493  1.0063  0.248
H  -0.7752  -4.6440  -1.7815  0.245
H  0.6234  -3.6753  -2.2454  0.265
H  -0.7340  -3.3439  -4.1288  0.250
H  -1.1715  -1.9443  -3.1583  0.175


Below is a molecular structure, C22H16IMoN7O8S, with properties calculated with ωB97M-V/def2-TZVPD.

Calculated values
Lowest unoccupied orbital energy (alpha / beta) = -8.64 / -8.18 eV
Frontier orbital gap (alpha / beta) = 4.481 / 4.950 eV
HOMO energy (alpha / beta) = -13.118 / -13.132 eV
Electronic energy = -70653.5459 eV
Total charge = +2
2S+1 = 3

Last column: natural (NBO) charge in e.
Element x y z (Å)
Mo  1.1786  0.6813  0.9781  1.702
N  -2.9779  -6.4459  1.5296  -0.741
C  -2.6964  -5.1603  1.2594  0.254
C  -2.3901  -4.2555  2.3031  -0.277
C  -2.0938  -2.9461  2.0259  -0.140
C  -2.0986  -2.5135  0.6992  -0.409
C  -2.3888  -3.3821  -0.3524  -0.128
C  -2.6897  -4.6904  -0.0739  -0.279
S  -1.6646  -0.8782  0.3328  2.315
O  -1.9802  -0.5015  -1.0095  -0.907
O  -1.9590  0.0567  1.3849  -0.943
N  0.0436  -0.8662  0.4586  -0.870
C  0.9711  -1.4233  -0.3472  0.596
N  2.1874  -0.8724  -0.0134  -0.608
C  3.2606  -1.3679  -0.6598  0.134
C  3.1234  -2.3306  -1.6266  -0.308
C  1.8278  -2.7738  -1.9200  0.192
N  0.7587  -2.3324  -1.2737  -0.439
H  -2.9846  -6.7874  2.4741  0.410
H  -3.2018  -7.0926  0.7946  0.411
H  -2.3992  -4.6044  3.3267  0.233
H  -1.8644  -2.2429  2.8153  0.239
H  -2.3714  -3.0118  -1.3679  0.252
H  -2.9306  -5.3740  -0.8764  0.233
H  4.2307  -0.9811  -0.3703  0.232
H  3.9834  -2.7355  -2.1369  0.268
H  1.6418  -3.5193  -2.6839  0.238
I  2.9909  1.5809  3.6271  0.367
C  3.7397  2.1208  1.7204  0.119
C  4.9140  2.8321  1.5947  -0.269
C  5.3666  3.1376  0.3177  -0.065
C  4.6203  2.7191  -0.7793  -0.222
C  3.4611  2.0102  -0.5693  0.050
N  2.9998  1.7121  0.6691  -0.571
H  5.4624  3.1239  2.4786  0.273
H  6.2894  3.6856  0.1858  0.264
H  4.9329  2.9507  -1.7866  0.266
H  2.8547  1.6606  -1.3980  0.260
O  -1.0659  3.2938  3.0108  -0.397
C  -0.7489  2.8437  1.9722  0.799
O  0.2955  1.8984  1.8328  -0.600
C  -1.3218  3.0950  0.6124  -0.165
C  -2.6827  3.2364  0.3860  -0.088
C  -3.1363  3.1775  -0.9227  0.050
C  -2.3120  2.8365  -1.9824  -0.140
C  -0.9625  2.6833  -1.7202  0.095
C  -0.4575  2.9249  -0.4596  -0.180
N  -0.0629  2.0294  -2.6531  0.530
O  -0.3095  2.0024  -3.8205  -0.246
O  0.9180  1.4620  -2.1264  -0.487
N  -4.5839  3.3682  -1.1877  0.528
O  -5.2705  3.6646  -0.2384  -0.326
O  -4.9441  3.2103  -2.3315  -0.329
H  -3.3849  3.3613  1.1997  0.291
H  -2.7297  2.6758  -2.9675  0.301
H  0.6119  3.0541  -0.3345  0.234


Below is a molecular structure, C22H20IN4O2SeW, with properties calculated with ωB97M-V/def2-TZVPD.

Calculated values
Lowest unoccupied orbital energy (alpha / beta) = -11.27 / -12.20 eV
Frontier orbital gap (alpha / beta) = 5.703 / 4.780 eV
HOMO energy (alpha / beta) = -16.973 / -16.979 eV
Electronic energy = -108438.0006 eV
Total charge = +3
2S+1 = 3

Last column: natural (NBO) charge in e.
Element x y z (Å)
W  0.4190  0.3367  0.6320  1.366
C  2.8456  2.5492  4.1783  -0.688
C  3.3976  2.3679  2.8275  0.368
N  4.6220  2.7928  2.5419  -0.380
C  5.0553  2.7245  1.3055  0.203
C  4.2787  2.2751  0.1680  0.107
C  4.9515  2.3003  -1.1728  -0.126
O  4.0550  2.1538  -2.2433  -0.722
C  3.0269  1.7489  0.4303  -0.153
C  1.9995  1.1954  -0.5239  -0.236
N  1.7735  -0.2011  -0.6021  -0.504
C  1.9224  -1.0324  -1.7251  0.127
C  3.0680  -1.0471  -2.5107  -0.196
C  3.1508  -1.9494  -3.5595  -0.151
C  2.1067  -2.8267  -3.8323  -0.136
C  0.9435  -2.8089  -3.0695  -0.207
C  0.8813  -1.9050  -2.0323  -0.177
I  -0.8121  -1.6546  -0.8262  0.529
C  2.6096  1.7612  1.7680  0.400
O  1.4167  1.2498  2.0523  -0.647
H  3.5436  3.1034  4.7979  0.289
H  2.6470  1.5695  4.6300  0.283
H  1.8779  3.0582  4.1348  0.272
H  6.0899  3.0140  1.1377  0.243
H  5.6527  1.4513  -1.1768  0.237
H  5.5788  3.1913  -1.2604  0.240
H  4.0286  2.9618  -2.7690  0.512
H  1.8675  1.7293  -1.4583  0.274
H  3.8780  -0.3635  -2.2990  0.249
H  4.0407  -1.9721  -4.1732  0.262
H  2.1864  -3.5244  -4.6549  0.265
H  0.1226  -3.4735  -3.3025  0.260
C  -4.3551  1.2786  -0.3019  -0.420
N  -4.1380  0.0503  0.4642  -0.316
C  -3.1145  -0.2456  1.2623  0.255
Se  -1.7201  0.9452  1.7740  0.096
N  -3.3173  -1.4545  1.8070  -0.500
C  -4.5217  -1.9763  1.3432  0.099
C  -5.1885  -3.1678  1.6121  -0.214
C  -6.3937  -3.3405  0.9673  -0.149
C  -6.9181  -2.3711  0.0906  -0.156
C  -6.2579  -1.1907  -0.1725  -0.221
C  -5.0404  -1.0152  0.4803  0.153
H  -3.4930  1.9303  -0.1997  0.232
H  -5.2399  1.7849  0.0787  0.256
H  -4.4995  1.0224  -1.3493  0.242
H  -2.7244  -1.8686  2.5113  0.456
H  -4.7957  -3.9095  2.2941  0.254
H  -6.9613  -4.2439  1.1434  0.258
H  -7.8729  -2.5584  -0.3812  0.258
H  -6.6733  -0.4455  -0.8366  0.251


Below is 3 unconnected molecules or ions with the total composition C3H12, with properties calculated with ωB97M-V/def2-TZVPD.

Calculated values
Structure (SMILES) = C.C.C
Lowest unoccupied orbital energy = 1.05 eV
Frontier orbital gap = 13.981 eV
HOMO energy = -12.930 eV
Electronic energy = -3305.3347 eV
Total charge = 0

Last column: natural (NBO) charge in e.
Element x y z (Å)
C  -1.7629  3.9889  -3.0358  -0.852
H  -1.1237  3.3345  -2.4460  0.210
H  -1.1776  4.3138  -3.8993  0.212
H  -2.6274  3.3985  -3.3117  0.216
H  -1.9437  4.9102  -2.5034  0.214
C  -2.9203  -0.3741  -0.5716  -0.848
H  -3.3144  -0.4261  0.4412  0.212
H  -2.2822  0.5040  -0.6443  0.212
H  -2.3783  -1.2700  -0.8511  0.213
H  -3.7784  -0.2551  -1.2302  0.211
C  4.6511  -3.6090  3.6120  -0.851
H  4.5604  -4.5567  3.0856  0.212
H  4.2424  -2.7576  3.0826  0.213
H  4.1286  -3.7540  4.5609  0.213
H  5.7263  -3.4473  3.7111  0.212